# 1
A single C4H7NO molecule at a distorted geometry, computed with wB97M-V/def2-TZVPD.

```
13
Properties=species:S:1:pos:R:3
C 1.626 0.343 0.520
O 1.006 -0.603 -0.328
C -0.326 -0.346 -0.693
C -1.338 -0.762 0.380
C -0.542 1.070 -1.085
N -0.733 2.174 -1.368
H 0.961 0.682 1.320
H 1.972 1.214 -0.045
H 2.486 -0.158 0.966
H -0.509 -0.950 -1.591
H -1.206 -1.826 0.600
H -1.210 -0.193 1.306
H -2.360 -0.600 0.020
```

Values from the calculation:
- total energy (hartree) = -286.574072
- multiplicity = 1
- HOMO (eV) = -10.58
- SMILES = CO[C@@H](C)C#N


# 2
C17H25F3N10PtSSb as an isolated structure at a distorted geometry, computed with wB97M-V/def2-TZVPD.

```
58
Properties=species:S:1:pos:R:3
Pt -0.067 0.076 0.111
N 2.503 2.393 -0.110
C 2.832 1.077 -0.222
N 4.072 0.592 -0.255
N 3.924 -0.718 -0.375
N 2.684 -1.041 -0.420
N 1.944 0.070 -0.333
C 1.234 2.893 -0.184
N 0.941 4.185 -0.138
N -0.379 4.235 -0.285
N -0.877 3.063 -0.414
N 0.104 2.165 -0.370
H 3.249 3.058 0.016
F -4.173 1.168 4.624
C -3.461 0.148 4.098
F -2.328 0.095 4.795
F -4.160 -0.970 4.462
C -3.326 0.208 2.615
C -4.511 0.262 1.864
C -4.444 0.129 0.485
C -3.218 -0.125 -0.100
N -2.080 -0.146 0.610
C -2.107 0.089 1.946
S -0.540 0.219 2.636
H -5.450 0.399 2.376
H -5.336 0.156 -0.118
H -3.120 -0.346 -1.154
C -1.744 -5.258 0.969
C -1.582 -3.755 1.139
C -1.530 -3.407 2.619
Sb 0.155 -2.760 0.118
C 1.930 -4.079 0.420
C 2.501 -3.736 1.784
C 1.695 -5.567 0.272
C -0.384 -3.104 -2.018
C -1.003 -4.445 -2.375
C 0.852 -2.836 -2.859
H -2.742 -5.560 1.291
H -1.023 -5.790 1.585
H -1.612 -5.574 -0.060
H -2.442 -3.247 0.684
H -0.766 -4.000 3.120
H -2.487 -3.616 3.099
H -1.295 -2.357 2.777
H 2.619 -3.726 -0.348
H 1.798 -3.985 2.578
H 2.721 -2.672 1.837
H 3.425 -4.285 1.959
H 1.071 -5.943 1.079
H 2.649 -6.095 0.317
H 1.223 -5.808 -0.677
H -1.121 -2.317 -2.217
H -0.355 -5.267 -2.079
H -1.146 -4.511 -3.456
H -1.977 -4.568 -1.905
H 1.589 -3.624 -2.714
H 1.304 -1.888 -2.577
H 0.593 -2.798 -3.918
```

Values from the calculation:
- total energy (hartree) = -2267.746044
- charge = -1
- multiplicity = 1
- HOMO (spin up / spin down) (eV) = -3.95 / -3.95


# 3
A 12-piece molecular cluster, C63H63N9O21 overall at a distorted geometry, computed with wB97M-V/def2-TZVPD.

```
156
Properties=species:S:1:pos:R:3
O 1.585 -3.910 2.598
N 1.973 -4.476 1.598
O 1.599 -5.530 1.157
C 2.976 -3.790 0.787
C 3.049 -2.418 0.980
C 3.987 -1.719 0.286
C 4.909 -2.319 -0.571
C 4.799 -3.689 -0.706
C 3.899 -4.466 0.044
H 2.252 -2.017 1.662
H 3.964 -0.591 0.493
H 5.710 -1.762 -1.009
H 5.532 -4.209 -1.365
H 3.786 -5.501 -0.198
O -1.478 -1.347 -4.913
N -0.628 -1.134 -5.778
O -0.858 -0.927 -6.940
C 0.794 -1.119 -5.271
C 1.802 -1.063 -6.202
C 3.104 -1.009 -5.714
C 3.309 -0.815 -4.324
C 2.238 -0.977 -3.412
C 0.967 -1.142 -3.876
H 1.770 -1.147 -7.269
H 3.896 -0.966 -6.446
H 4.315 -0.675 -4.043
H 2.450 -1.003 -2.356
H 0.150 -1.287 -3.197
O 5.770 4.892 -1.075
N 5.094 5.006 -0.071
O 5.503 4.740 1.010
C 3.697 5.527 -0.182
C 2.859 5.466 0.964
C 1.487 5.528 0.697
C 0.987 5.761 -0.584
C 1.823 5.958 -1.656
C 3.179 5.810 -1.479
H 3.291 5.244 1.897
H 0.674 5.457 1.433
H -0.068 5.749 -0.833
H 1.460 6.112 -2.685
H 3.988 5.839 -2.210
O -4.479 1.003 2.652
N -3.339 1.252 2.277
O -2.881 0.887 1.219
C -2.440 2.014 3.240
C -2.993 2.413 4.374
C -2.228 3.277 5.189
C -0.947 3.600 4.755
C -0.412 3.162 3.593
C -1.184 2.385 2.751
H -4.032 2.119 4.642
H -2.730 3.614 6.086
H -0.275 4.285 5.262
H 0.534 3.569 3.201
H -0.858 2.036 1.817
O 3.130 -4.283 -5.356
N 2.866 -4.471 -4.198
O 3.731 -4.674 -3.358
C 1.409 -4.385 -3.821
C 1.126 -4.335 -2.477
C -0.177 -4.110 -2.026
C -1.204 -4.008 -2.984
C -0.872 -4.084 -4.351
C 0.464 -4.264 -4.790
H 1.848 -4.467 -1.684
H -0.474 -4.029 -0.969
H -2.279 -3.915 -2.734
H -1.666 -4.030 -5.048
H 0.700 -4.347 -5.803
O -6.395 4.071 -4.375
N -5.747 4.074 -3.396
O -4.810 4.847 -3.191
C -6.025 3.121 -2.241
C -5.287 3.171 -1.058
C -5.574 2.233 -0.104
C -6.496 1.198 -0.411
C -7.218 1.238 -1.565
C -6.910 2.148 -2.546
H -4.586 3.988 -1.009
H -4.980 2.227 0.774
H -6.660 0.388 0.279
H -7.924 0.415 -1.714
H -7.374 2.075 -3.531
O 6.499 1.851 3.069
N 5.651 1.891 2.202
O 4.482 2.179 2.450
C 6.028 1.593 0.810
C 5.022 1.770 -0.157
C 5.254 1.472 -1.452
C 6.541 0.885 -1.767
C 7.577 0.801 -0.842
C 7.267 1.120 0.465
H 4.041 2.078 0.205
H 4.549 1.511 -2.264
H 6.676 0.632 -2.810
H 8.537 0.394 -1.024
H 8.019 1.062 1.244
O 1.908 -0.276 3.553
N 0.812 -0.280 4.121
O -0.250 -0.449 3.516
C 0.773 -0.190 5.603
C 1.939 -0.501 6.261
C 1.943 -0.433 7.645
C 0.852 0.162 8.229
C -0.267 0.559 7.534
C -0.387 0.285 6.182
H 2.742 -0.767 5.634
H 2.773 -0.622 8.276
H 0.892 0.350 9.315
H -1.063 1.117 7.968
H -1.251 0.604 5.566
O -2.227 -1.434 -1.512
N -1.452 -1.324 -0.596
O -1.228 -2.190 0.206
C -0.550 -0.132 -0.563
C 0.385 0.038 0.449
C 1.227 1.166 0.493
C 1.147 2.079 -0.574
C 0.198 1.923 -1.567
C -0.659 0.799 -1.551
H 0.355 -0.533 1.442
H 1.837 1.435 1.281
H 1.748 3.016 -0.596
H 0.126 2.629 -2.380
H -1.291 0.769 -2.379
C -4.462 -1.941 3.645
C -3.649 -1.582 4.781
C -2.498 -2.526 5.096
O -3.809 -0.548 5.400
H -5.458 -1.494 3.811
H -4.466 -3.005 3.483
H -4.156 -1.473 2.715
H -1.898 -2.468 4.179
H -2.812 -3.557 5.378
H -1.904 -2.079 5.832
C -5.038 -5.730 1.928
C -3.629 -5.941 1.278
C -2.562 -5.096 1.807
O -3.444 -6.747 0.446
H -5.497 -4.887 1.453
H -4.959 -5.703 3.004
H -5.751 -6.562 1.782
H -2.633 -5.190 2.906
H -2.917 -4.085 1.593
H -1.690 -5.255 1.288
C -3.277 1.779 -4.071
C -2.648 2.601 -5.106
C -2.872 2.244 -6.502
O -1.908 3.516 -4.765
H -2.789 2.037 -3.153
H -3.247 0.675 -4.157
H -4.362 2.019 -3.939
H -2.213 2.714 -7.190
H -3.862 2.551 -6.625
H -2.714 1.204 -6.599
```

Values from the calculation:
- total energy (hartree) = -4510.396204
- multiplicity = 1
- HOMO (eV) = -9.32
- SMILES = O=[N+]([O-])c1ccccc1.O=[N+]([O-])c1ccccc1.O=[N+]([O-])c1ccccc1.O=[N+]([O-])c1ccccc1.O=[N+]([O-])c1ccccc1.O=[N+]([O-])c1ccccc1.O=[N+]([O-])c1ccccc1.O=[N+]([O-])c1ccccc1.O=[N+]([O-])c1ccccc1.CC(C)=O.CC(C)=O.CC(C)=O


# 4
A 2-piece molecular cluster, C49H69Si4 overall at a distorted geometry, computed with wB97M-V/def2-TZVPD.

```
122
Properties=species:S:1:pos:R:3
C -0.700 -5.122 1.721
C 0.217 -5.722 2.737
C 0.321 -5.145 4.002
C 1.351 -5.505 4.865
C 1.567 -4.581 6.028
C 2.071 -6.684 4.611
C 3.007 -7.211 5.667
C 2.229 -7.724 6.896
C 4.136 -6.197 6.035
C 4.582 -5.349 4.900
C 5.917 -5.354 4.485
C 6.282 -5.312 3.083
C 5.257 -5.113 1.997
C 7.611 -5.467 2.733
C 8.616 -5.693 3.695
C 10.017 -6.058 3.305
C 8.282 -5.618 5.052
C 6.984 -5.407 5.467
C 6.805 -5.191 6.936
C 1.855 -7.385 3.410
C 2.500 -8.716 3.110
C 0.981 -6.859 2.459
H -0.971 -5.876 0.972
H -1.607 -4.741 2.213
H -0.213 -4.277 1.204
H -0.388 -4.375 4.342
H 2.102 -5.022 6.881
H 2.090 -3.650 5.723
H 0.571 -4.291 6.401
H 3.517 -8.080 5.237
H 1.403 -8.366 6.556
H 2.876 -8.310 7.561
H 1.811 -6.908 7.493
H 3.815 -5.538 6.856
H 4.984 -6.777 6.430
H 3.829 -4.878 4.258
H 5.748 -5.160 1.012
H 4.469 -5.886 1.989
H 4.766 -4.128 2.051
H 7.856 -5.414 1.667
H 10.698 -5.866 4.142
H 10.100 -7.126 3.052
H 10.319 -5.474 2.429
H 9.067 -5.717 5.810
H 7.687 -4.651 7.317
H 5.922 -4.591 7.172
H 6.775 -6.134 7.511
H 2.244 -8.984 2.075
H 3.595 -8.684 3.198
H 2.117 -9.518 3.765
H 0.875 -7.376 1.497
C 1.024 -1.938 3.453
Si 0.283 -0.255 3.216
C 0.800 0.598 1.655
C -1.594 -0.457 3.120
C -2.400 0.616 3.519
C -3.794 0.485 3.503
C -4.376 -0.723 3.102
C -3.569 -1.799 2.714
C -2.174 -1.657 2.702
C 0.518 0.759 4.744
Si 2.123 0.682 5.722
H 2.878 -0.723 5.592
C 3.151 2.229 5.327
Si 2.452 4.005 5.433
C 2.891 4.996 3.908
C 0.623 4.142 5.793
C 3.200 4.919 6.927
C 2.405 5.723 7.753
C 2.966 6.436 8.816
C 4.338 6.343 9.059
C 5.137 5.512 8.268
C 4.572 4.816 7.195
C 1.535 1.038 7.485
Si 0.961 -0.399 8.532
C 2.384 -1.589 8.763
C 0.341 0.247 10.172
C -0.546 -1.284 7.797
C -0.568 -2.685 7.760
C -1.597 -3.344 7.070
C -2.656 -2.615 6.524
C -2.732 -1.239 6.734
C -1.682 -0.568 7.368
H 2.117 -1.850 3.508
H 0.669 -2.387 4.395
H 0.785 -2.632 2.636
H 1.802 1.024 1.791
H 0.821 -0.115 0.818
H 0.103 1.405 1.385
H -1.941 1.552 3.852
H -4.421 1.323 3.813
H -5.462 -0.824 3.099
H -4.024 -2.746 2.418
H -1.541 -2.484 2.363
H 0.312 1.803 4.461
H -0.280 0.474 5.452
H 3.997 2.209 6.051
H 3.606 2.143 4.324
H 2.449 4.539 3.011
H 2.513 6.026 3.988
H 3.978 5.055 3.763
H -0.008 3.645 5.053
H 0.383 3.747 6.790
H 0.342 5.207 5.794
H 1.334 5.803 7.573
H 2.321 7.056 9.440
H 4.774 6.919 9.868
H 6.200 5.406 8.486
H 5.207 4.192 6.563
H 2.340 1.575 8.023
H 0.695 1.754 7.412
H 3.070 -1.156 9.507
H 2.061 -2.565 9.144
H 2.945 -1.751 7.835
H 0.940 1.108 10.487
H -0.708 0.561 10.091
H 0.390 -0.522 10.952
H 0.214 -3.273 8.260
H -1.590 -4.428 6.963
H -3.409 -3.137 5.932
H -3.612 -0.687 6.404
H -1.761 0.513 7.535
```

Values from the calculation:
- total energy (hartree) = -3066.366931
- charge = +1
- multiplicity = 1
- HOMO (eV) = -10.49


# 5
A 2-piece molecular cluster, C4H5N overall at a distorted geometry, computed with wB97M-V/def2-TZVPD.

```
10
Properties=species:S:1:pos:R:3
C -1.469 -0.911 1.529
C 0.645 0.920 -0.169
C 0.152 0.023 -1.254
C 0.635 -0.522 0.012
N -2.057 -0.849 2.522
H 1.655 1.274 0.004
H -0.050 1.668 0.092
H -0.900 -0.111 -1.421
H 0.679 -0.251 -2.185
H 0.710 -1.241 0.871
```

Values from the calculation:
- total energy (hartree) = -209.939748
- multiplicity = 1
- HOMO (spin up / spin down) (eV) = -9.89 / -9.90


> What is the formula in the third record?

C63H63N9O21